(1)
{
  "formula": "C22H33CrNO6PS2",
  "method": "the ωB97M-V functional and the def2-TZVPD basis",
  "elements": ["Cr", "C", "O", "C", "C", "O", "C", "H", "H", "H", "H", "H", "H", "H", "H", "H", "H", "C", "C", "O", "P", "S", "S", "O", "C", "C", "H", "H", "H", "H", "H", "H", "H", "H", "H", "H", "C", "O", "C", "C", "C", "C", "C", "C", "N", "C", "C", "C", "C", "C", "C", "C", "O", "H", "H", "H", "H", "H", "H", "H", "H", "H", "H", "H", "H", "H"],
  "coordinates": [[-0.4404, -0.9150, 0.1106], [-3.8291, 0.9561, -0.1826], [-3.7096, -0.0473, 0.8143], [-3.4273, 0.4283, 2.1056], [-2.2512, -0.3809, 2.6637], [-0.9403, -0.1223, 2.0978], [-0.4431, 1.2193, 2.4509], [-4.6170, 1.6711, 0.1407], [-4.1538, 0.4276, -1.0356], [-2.9101, 1.4886, -0.4492], [-4.3970, 0.4082, 2.6058], [-3.1307, 1.4545, 2.0659], [-2.5232, -1.4576, 2.4908], [-2.1578, -0.2260, 3.7935], [-0.8501, 1.4396, 3.5574], [-0.8400, 1.9469, 1.7589], [0.6445, 1.0978, 2.4303], [3.5994, -5.7332, -1.2617], [2.1701, -5.5458, -0.8079], [1.8827, -4.1310, -0.9733], [0.3986, -3.6045, -0.8535], [0.2434, -1.8766, -1.8985], [-0.2123, -3.2505, 0.9968], [-0.3823, -4.7967, -1.4769], [-1.8165, -4.7190, -1.7003], [-2.4766, -5.9678, -1.1805], [4.1233, -4.7449, -1.1851], [3.5806, -6.0215, -2.3292], [4.1958, -6.4831, -0.6933], [2.0460, -5.7505, 0.2926], [1.4471, -6.2053, -1.3747], [-2.0037, -4.4448, -2.7941], [-2.1506, -3.8683, -1.0768], [-2.0260, -6.9068, -1.5320], [-3.5049, -6.0710, -1.5586], [-2.4728, -6.1392, -0.0912], [0.4715, 5.4134, 0.6814], [1.8070, 4.9479, 0.8017], [2.0608, 3.8750, 1.6753], [2.0453, 4.0524, 3.0772], [2.4752, 3.0236, 3.9106], [3.1685, 1.9482, 3.3376], [3.1636, 1.8218, 1.9810], [2.4759, 2.7199, 1.1065], [2.3511, 2.4086, -0.2542], [1.7047, 3.1412, -1.2676], [0.6898, 2.5152, -2.0531], [0.6467, 2.9617, -3.4242], [-0.3065, 2.6086, -4.3170], [-1.2111, 1.5699, -4.0265], [-1.0154, 0.9091, -2.7443], [-0.2204, 1.4079, -1.6692], [-0.3149, 0.9774, -0.4103], [-0.3194, 4.6237, 0.7163], [0.4684, 5.8252, -0.3194], [0.3158, 6.2968, 1.4100], [1.8492, 5.0052, 3.5713], [2.2993, 3.0700, 4.9937], [3.4533, 1.2049, 4.0895], [3.5428, 0.8904, 1.5546], [2.3394, 1.3645, -0.4535], [2.1647, 4.0340, -1.6914], [1.2336, 3.8045, -3.6892], [-0.3656, 3.1242, -5.2596], [-1.9588, 1.3142, -4.7535], [-1.6799, 0.0121, -2.4943]],
  "homo_energy_ev": [-5.85, -7.63],
  "fmax_ev_per_a": 3.11,
  "energy_ev": -96504.6156,
  "s2": 8.814,
  "homo_lumo_gap_ev": [6.4, 8.0],
  "spin_multiplicity": 6,
  "total_charge": 0
}

---

(2)
{
  "formula": "C22H33F7N2O5S",
  "method": "the ωB97M-V functional and the def2-TZVPD basis",
  "elements": ["C", "O", "C", "C", "C", "C", "C", "C", "C", "C", "N", "C", "C", "N", "S", "O", "O", "C", "F", "F", "C", "F", "F", "C", "F", "F", "F", "H", "H", "H", "H", "H", "H", "H", "H", "H", "H", "H", "H", "H", "H", "H", "H", "H", "C", "C", "C", "O", "C", "H", "H", "H", "H", "H", "H", "H", "H", "C", "C", "C", "O", "C", "H", "H", "H", "H", "H", "H", "H", "H"],
  "coordinates": [[-0.2506, 3.5101, -5.5271], [-1.4805, 4.1991, -5.6753], [-1.6901, 5.2280, -4.7287], [-2.1287, 4.6879, -3.3797], [-3.4714, 3.9575, -3.4645], [-3.7851, 3.1632, -2.2001], [-3.0490, 1.8233, -2.1525], [-3.2853, 1.1252, -0.8220], [-3.0078, -0.3996, -0.7957], [-2.2834, -0.8917, -1.9714], [-1.6809, -1.2393, -2.8848], [-2.3163, -0.8296, 0.5178], [-2.4087, -2.2660, 0.7496], [-2.5556, -3.3812, 0.9774], [-0.5688, -0.2978, 0.6214], [-0.2373, 0.5710, -0.4655], [0.2300, -1.4483, 0.8959], [-0.4786, 0.7571, 2.1771], [-1.6855, 1.2314, 2.5330], [-0.0537, -0.0593, 3.1460], [0.5753, 1.8999, 2.0707], [0.8123, 2.2926, 3.3359], [1.6973, 1.3630, 1.5841], [0.1874, 3.1903, 1.2452], [1.0998, 3.4209, 0.3161], [-0.9996, 3.0605, 0.6507], [0.1223, 4.2400, 2.0512], [0.2830, 3.8166, -4.6252], [-0.4437, 2.4397, -5.4545], [0.3815, 3.7052, -6.3941], [-2.4626, 5.8850, -5.1305], [-0.7790, 5.8289, -4.6280], [-2.2335, 5.5170, -2.6755], [-1.3725, 4.0106, -2.9740], [-3.5084, 3.3264, -4.3533], [-4.2485, 4.7160, -3.5943], [-4.8610, 2.9984, -2.1139], [-3.4833, 3.7579, -1.3305], [-3.4151, 1.2078, -2.9757], [-1.9830, 1.9987, -2.2962], [-4.3323, 1.2641, -0.5440], [-2.7083, 1.6064, -0.0400], [-3.9690, -0.9158, -0.7920], [-2.8492, -0.3449, 1.3388], [0.6127, -5.1768, 1.7595], [1.5909, -4.3919, 0.8886], [2.8801, -5.1770, 1.0908], [2.4912, -6.5380, 1.3071], [1.0835, -6.6077, 1.5331], [-0.4321, -5.0294, 1.4905], [0.7381, -4.8982, 2.8090], [1.2798, -4.4336, -0.1579], [1.6886, -3.3492, 1.1712], [3.4257, -4.8190, 1.9698], [3.5501, -5.1312, 0.2320], [0.6033, -7.0445, 0.6502], [0.8947, -7.2617, 2.3860], [3.3358, -0.9451, 3.6064], [4.7021, -1.3041, 4.1873], [5.0800, -2.5192, 3.3486], [4.4802, -2.3236, 2.0679], [3.5439, -1.2475, 2.1278], [3.0378, 0.0870, 3.7878], [2.5670, -1.6010, 4.0220], [5.4092, -0.4897, 4.0157], [4.6833, -1.5201, 5.2545], [4.6842, -3.4417, 3.7879], [6.1569, -2.6334, 3.2208], [3.9635, -0.3831, 1.6003], [2.6269, -1.5463, 1.6212]],
  "homo_energy_ev": -8.90,
  "fmax_ev_per_a": 0.94,
  "energy_ev": -66421.3786,
  "homo_lumo_gap_ev": 9.0,
  "total_charge": 0
}